{"formula": "C3H4N", "method": "ωB97M-V with the def2-TZVPD basis set", "orbital_gap_ha": [0.289, 0.179], "e_tot_ev": -4646.900, "charge": 1, "de_lowest_kcal_mol": 99.0, "multiplicity": 3, "homo_ev": [-13.6, -14.6], "symbols": ["C", "C", "C", "N", "H", "H", "H", "H"], "xyz": [[-2.9318, -0.0627, -0.0271], [0.9608, 0.4809, -0.1554], [1.3970, -0.9247, 0.2384], [0.1733, -0.7310, -0.0089], [-3.6723, 0.6983, -0.0794], [0.5598, 1.1548, 0.6417], [1.3669, 0.9012, -1.0751], [2.1464, -1.5168, 0.4658]]}

=====

{"formula": "C3H4N2", "method": "ωB97M-V with the def2-TZVPD basis set", "orbital_gap_ha": 0.391, "e_tot_ev": -6152.448, "charge": 0, "de_lowest_kcal_mol": 79.6, "homo_ev": -9.5, "symbols": ["C", "C", "N", "N", "C", "H", "H", "H", "H"], "xyz": [[0.5442, 0.9552, -0.0042], [1.1363, -0.6736, -0.0492], [0.1166, -1.4180, 0.1169], [-1.0189, -0.7530, 0.4074], [-0.7917, 0.9142, -0.0193], [1.3224, 1.6950, 0.1419], [2.1224, -1.2218, -0.2188], [-1.7705, -1.1147, -0.1611], [-1.6608, 1.6168, -0.2137]]}

=====

{"formula": "C3H4N2", "method": "ωB97M-V with the def2-TZVPD basis set", "orbital_gap_ha": [0.298, 0.312], "e_tot_ev": -6149.529, "charge": 0, "de_lowest_kcal_mol": 146.9, "homo_ev": [-8.8, -9.0], "symbols": ["C", "C", "C", "N", "N", "H", "H", "H", "H"], "xyz": [[-1.8541, 0.9796, -0.0087], [0.1064, -0.1522, 0.1112], [1.5497, -0.2766, 0.0395], [-2.0611, -0.3300, 0.0968], [-0.8867, -0.9167, 0.1811], [-2.7072, 1.6037, -0.3303], [2.0201, -0.0512, -0.9962], [2.0033, -1.2795, 0.1013], [1.8297, 0.4229, 0.8053]]}